Below is a 2-piece molecular cluster, C5H13N2O overall, with properties calculated with ωB97M-V with the def2-TZVPD basis set.

```
21
Properties=species:S:1:pos:R:3:forces:R:3:nbo_charge:R:1
C 2.154 -1.053 0.266 0.6 -0.2 -0.3 -0.20
N 1.053 -1.638 -0.383 -1.0 0.7 0.4 -0.68
C -3.487 -0.396 -0.414 0.6 -0.3 -0.1 -0.26
C -2.636 -0.048 0.553 -0.5 -0.3 -0.3 -0.17
C -1.754 1.161 0.366 1.1 1.0 0.8 -0.12
O -0.520 0.536 0.451 0.5 -1.2 -0.1 -0.48
C 2.559 0.299 -0.516 0.1 1.1 0.2 -0.26
N 1.694 1.375 -0.237 0.3 0.3 -0.1 -0.48
H 1.990 -0.708 1.296 0.0 0.0 -0.2 0.23
H 3.014 -1.717 0.222 0.0 -0.1 0.2 0.23
H 0.747 -2.558 -0.101 0.5 -0.4 -0.2 0.41
H -4.187 -1.209 -0.284 -0.1 0.0 0.1 0.23
H -3.437 0.082 -1.381 -0.2 0.1 -0.1 0.21
H -2.560 -0.608 1.471 0.0 0.2 0.2 0.23
H -1.796 1.863 1.208 -0.6 0.0 -0.2 0.21
H -1.901 1.639 -0.601 -0.2 0.0 0.0 0.20
H 2.488 0.136 -1.591 0.0 -0.6 0.0 0.26
H 3.568 0.619 -0.258 0.1 -0.5 0.2 0.24
H 2.084 2.095 0.368 -0.2 -0.2 0.2 0.40
H 0.253 -1.007 -0.409 0.0 -0.2 0.0 0.40
H 0.673 1.134 -0.024 -0.7 0.3 -0.6 0.39
```
Positions in Å, forces in eV/Å.

Summary:
Orbital gap, Eh: 0.179
Energy, eV: -10410.377
ΔE to the lowest compared entry with this formula, charge and spin, kcal/mol: 180.3
Net charge: +1